Record 1
Formula: C4H8N2OP
Source: the OMol25 dataset
Level of theory: ωB97M-V/def2-TZVPD

The geometry in XYZ format:
```
16
Properties=species:S:1:pos:R:3:forces:R:3
C -1.716571 -1.101150 0.459259 -0.444 -2.027 -3.355
P -0.523791 -0.529572 -0.883439 -0.783 -2.626 -0.052
C 1.080090 -1.268728 -0.280069 -0.686 2.554 -2.840
C 2.000538 -0.114296 0.074105 -1.498 -1.148 1.656
O 3.120104 -0.202288 0.411288 1.427 0.256 0.026
N 1.290249 1.107982 0.056532 -3.161 -0.123 -0.315
C -0.074668 1.031780 -0.233447 3.977 2.288 -0.415
N -0.826505 2.093345 -0.483306 -0.760 -3.002 0.943
H -2.397564 -0.323596 0.565282 -1.123 1.338 1.281
H -1.207727 -1.588208 1.210234 1.210 0.221 2.551
H -2.351438 -1.993120 0.168146 0.589 1.120 -0.732
H 1.546331 -1.626536 -1.166032 0.471 -0.934 -0.771
H 0.778238 -2.065558 0.299482 0.411 -1.482 2.047
H 1.675513 1.897168 0.527173 0.584 0.763 0.010
H -0.629127 3.012730 -0.166510 -0.122 0.887 0.256
H -1.763676 1.670045 -0.558696 -0.094 1.916 -0.292
```
Positions in Å, forces in eV/Å.

Results
* spin multiplicity: 1
* SMILES: CP1CC(=O)NC1=[NH2+]
* HOMO level: -0.518 hartree
* net charge: +1
* orbital gap: 9.177 eV


Record 2
Formula: C4H8N2OS
Source: the OMol25 dataset
Level of theory: ωB97M-V/def2-TZVPD

The geometry in XYZ format:
```
16
Properties=species:S:1:pos:R:3:forces:R:3
C 0.853270 0.578650 -0.503378 -6.332 -0.345 -0.996
C -0.009295 1.438076 -1.417199 0.250 0.266 0.621
C -0.098881 -0.221194 0.445206 1.462 0.832 -1.523
C -0.112385 -1.761013 0.536306 -0.680 0.338 -3.623
N 2.089365 0.501725 -0.618849 5.187 -2.541 0.332
N -1.350548 0.332164 -0.010675 -2.644 -1.721 0.761
O -1.248672 0.773780 -1.408961 -0.481 -0.620 1.845
S 0.380890 0.602202 2.097551 3.111 -0.881 -0.969
H 0.073827 2.419484 -0.919333 -1.132 0.304 -0.414
H 0.203460 1.551058 -2.498408 0.620 -0.310 0.635
H -0.739049 -2.136805 1.265682 -1.139 -0.369 2.149
H 0.838095 -2.208424 0.615525 1.254 -0.308 0.330
H -0.597276 -2.247847 -0.412367 1.039 1.281 1.157
H 2.553600 0.103472 0.187794 1.286 1.029 0.253
H -2.059550 -0.514191 0.139121 1.432 2.581 -1.572
H -0.776853 0.788864 2.501987 -3.232 0.466 1.014
```
Positions in Å, forces in eV/Å.

Results
* spin multiplicity: 3
* HOMO level (alpha / beta): -0.194 / -0.333 hartree
* net charge: 0
* orbital gap (alpha / beta): 6.001 / 6.286 eV
* expectation value of S²: 2.01


Record 3
Formula: C4H8N2OS
Source: the OMol25 dataset
Level of theory: ωB97M-V/def2-TZVPD

The geometry in XYZ format:
```
16
Properties=species:S:1:pos:R:3:forces:R:3
C 1.489371 0.828206 1.074182 0.074 0.832 -2.057
C -1.542744 0.564558 -0.934823 -1.522 -1.169 -4.120
C -0.986600 -0.848050 -1.033029 2.679 1.346 2.787
C 0.537146 -0.812973 -0.757065 0.005 3.989 0.308
N 1.227878 0.523075 2.380246 1.501 2.326 2.889
N 0.752324 -0.247083 0.562746 0.820 0.615 -0.306
O 2.110804 1.726735 0.544154 -0.469 -0.723 0.439
S 0.471517 -0.920189 2.154178 -1.683 -2.854 1.267
H -1.640338 0.885093 0.022446 -0.518 0.812 2.889
H -1.053209 1.374425 -1.496771 0.587 -0.643 0.073
H -2.526606 0.505864 -1.467753 0.313 0.347 0.920
H -0.977440 -1.308731 -1.936625 -1.023 -1.128 -3.019
H -1.351780 -1.538697 -0.271738 -0.631 0.174 -0.116
H 0.970267 -1.785788 -0.759594 0.729 -0.605 -0.707
H 1.005475 0.096742 -1.373791 -0.521 -2.665 0.423
H 1.513935 0.956812 3.293237 -0.342 -0.654 -1.672
```
Positions in Å, forces in eV/Å.

Results
* spin multiplicity: 3
* HOMO level (alpha / beta): -0.220 / -0.353 hartree
* net charge: 0
* orbital gap (alpha / beta): 6.763 / 7.785 eV
* expectation value of S²: 2.01


Record 4
Formula: C4H8N2S
Source: the OMol25 dataset
Level of theory: ωB97M-V/def2-TZVPD

The geometry in XYZ format:
```
15
Properties=species:S:1:pos:R:3:forces:R:3
N -1.944883 0.239173 -0.205714 -3.958 -1.482 -3.855
C -0.746478 0.068764 -1.201697 0.499 -1.016 0.265
C 0.113742 -0.963976 -0.520299 -3.710 -3.898 0.820
C 1.136174 -0.870916 0.286983 0.428 -1.477 3.831
C 1.904939 0.326271 0.283119 3.525 4.147 0.948
N 1.793198 1.523210 0.839584 -1.234 -3.266 0.476
S 0.538488 1.698944 2.077653 1.203 1.303 -0.633
H -2.471449 -0.807222 0.090413 2.314 3.561 -1.527
H -2.795952 0.661926 -1.002770 2.996 -1.491 3.392
H -0.998147 -0.211004 -2.326440 0.446 0.798 2.466
H -0.037291 0.895264 -1.042626 -1.221 0.882 -0.953
H -0.508624 -1.906383 -0.302808 0.965 0.975 -0.700
H 1.353064 -1.651434 1.322244 -0.557 2.050 -3.692
H 2.948166 0.282280 -0.133574 -1.082 -0.161 -0.423
H -0.284946 0.715101 1.835934 -0.613 -0.925 -0.416
```
Positions in Å, forces in eV/Å.

Results
* spin multiplicity: 1
* SMILES: NC/C=C\C=N/S
* HOMO level: -0.321 hartree
* net charge: 0
* orbital gap: 9.299 eV


Record 5
Formula: C4H8N2S
Source: the OMol25 dataset
Level of theory: ωB97M-V/def2-TZVPD

The geometry in XYZ format:
```
15
Properties=species:S:1:pos:R:3:forces:R:3
N 0.973177 -2.046610 -0.236402 -0.086 -0.951 0.513
C 0.860201 -0.866466 0.044266 1.066 0.688 -0.415
C 1.185372 0.378694 0.310247 3.300 -0.429 -0.939
N 0.692892 1.300337 1.165155 -2.183 1.120 2.213
S 2.838958 0.832457 -0.365371 -1.898 1.378 -0.776
H 0.408799 -2.431116 -0.988842 -0.179 0.246 -0.205
H 1.202770 2.139951 1.452989 -0.011 -1.041 -0.531
H 0.121161 0.900877 1.914676 0.379 0.531 -0.313
H 2.349133 2.026182 -1.015425 0.785 -1.629 0.768
C -1.972879 -0.887368 -0.063387 -1.148 -0.731 1.468
C -1.330296 0.035565 -0.716822 -1.929 2.133 -3.422
H -2.704101 -1.598714 -0.399192 0.673 -0.881 -0.610
H -1.895481 -0.805745 0.999022 -0.597 0.052 0.871
H -1.369048 1.043337 -0.230831 1.637 -0.931 -0.470
H -1.360662 -0.021377 -1.870082 0.192 0.445 1.848
```
Positions in Å, forces in eV/Å.

Results
* spin multiplicity: 1
* SMILES: N=C=C(N)S.C=C
* HOMO level: -0.274 hartree
* net charge: 0
* orbital gap: 8.141 eV


Record 6
Formula: C4H8N2S
Source: the OMol25 dataset
Level of theory: ωB97M-V/def2-TZVPD

The geometry in XYZ format:
```
15
Properties=species:S:1:pos:R:3:forces:R:3
C -0.256279 1.657359 -0.118503 0.432 0.455 0.081
C 0.244128 -0.363623 1.644727 2.754 -1.511 3.768
C 0.673480 -0.700811 0.298919 0.031 -1.141 -3.843
C 0.314283 0.447070 -0.658078 -3.740 -1.695 -1.386
N -0.772488 2.588493 0.324229 0.239 -0.173 -0.124
N -1.510073 -0.218361 -1.187408 4.112 -2.175 3.521
S 1.220637 0.653396 -2.147472 0.185 1.171 -0.084
H 0.828196 -1.148490 2.349375 -1.026 2.034 -1.153
H 0.611605 0.704028 1.875452 -1.238 -1.771 0.346
H -0.768410 -0.710190 1.848510 -0.285 1.142 -0.035
H 0.048850 -1.550125 -0.143162 0.978 0.801 0.690
H 1.741242 -1.003420 0.077834 -0.961 0.623 0.859
H -1.953919 0.539878 -1.561590 -1.460 2.864 -1.206
H -1.822157 -0.275796 -0.176575 0.022 0.121 -1.532
H 1.400906 -0.619408 -2.426257 -0.042 -0.744 0.098
```
Positions in Å, forces in eV/Å.

Results
* spin multiplicity: 1
* HOMO level: -0.344 hartree
* net charge: 0
* orbital gap: 9.521 eV


It is found that the max |F| values, taken in the order of the records, are 4.61; 6.42; 4.55; 5.72; 4.47; 5.83 eV Å⁻¹.
It is found that the relative energy (zero: lowest compared OMol25 entry of this formula, charge and spin) values, taken in the order of the records, are 0.000; 4.856; 1.232; 5.724; 4.934; 3.839 eV.